(1)
A cluster of 10 separate species, C26H48N6O4S4 in total. Source: the OMol25 dataset; level of theory: ωB97M-V with the def2-TZVPD basis set.

Output
multiplicity = 1
largest force on an atom = 5.16 eV/A
E_LUMO = 0.0 eV
energy = -88203.421 eV
charge = 0
HOMO-LUMO gap = 8.10 eV

Each line ends with the Mulliken charge.
Geometry (Å):
C (-7.2038, -0.1079, 2.6321)  -0.92
S (-7.2298, 1.0485, 1.2465)  0.50
O (-6.6319, 0.2756, 0.0810)  -0.63
C (-9.0144, 1.1176, 0.8887)  -0.86
H (-7.7746, -1.0197, 2.4565)  0.31
H (-7.5833, 0.3692, 3.5357)  0.35
H (-6.2057, -0.4667, 2.8837)  0.32
H (-9.3020, 1.7856, 0.0769)  0.32
H (-9.3872, 1.5002, 1.8388)  0.32
H (-9.4491, 0.1315, 0.7252)  0.30
C (-1.5457, -5.3314, -5.5563)  -0.87
S (-2.9035, -5.6188, -4.2535)  0.48
O (-3.4373, -7.0512, -4.3076)  -0.60
C (-1.8606, -5.2746, -2.8184)  -0.89
H (-2.0633, -5.2403, -6.5112)  0.30
H (-0.8891, -6.2000, -5.5054)  0.30
H (-1.1112, -4.3571, -5.3326)  0.32
H (-2.4222, -5.3860, -1.8909)  0.31
H (-1.4602, -4.2609, -2.8361)  0.33
H (-1.0127, -5.9567, -2.7553)  0.31
C (6.9537, -0.4651, 2.3316)  -0.92
S (6.7607, 0.1985, 4.0011)  0.48
O (5.6338, 1.2068, 3.8431)  -0.61
C (6.0536, -1.2958, 4.8375)  -0.87
H (7.1488, 0.2245, 1.5103)  0.34
H (5.9598, -0.8341, 2.0785)  0.29
H (7.7120, -1.2382, 2.2076)  0.35
H (5.2995, -1.7885, 4.2238)  0.29
H (5.5716, -0.9454, 5.7501)  0.31
H (6.8187, -2.0418, 5.0528)  0.34
C (-2.7767, 1.5581, -7.5761)  -0.84
S (-1.5784, 2.8853, -8.0216)  0.50
O (-0.2225, 2.3898, -7.5536)  -0.62
C (-1.4588, 2.5644, -9.8292)  -0.88
H (-3.5977, 1.6852, -8.2817)  0.31
H (-3.0665, 1.6142, -6.5268)  0.31
H (-2.2986, 0.5860, -7.6970)  0.28
H (-2.4535, 2.7442, -10.2372)  0.35
H (-1.1976, 1.5155, -9.9690)  0.29
H (-0.6917, 3.2312, -10.2230)  0.30
C (-5.7024, 6.5479, -1.4805)  -0.66
C (-7.0350, 6.8375, -1.0463)  0.29
N (-8.0983, 7.1334, -0.6636)  -0.38
H (-5.0570, 6.3139, -0.6338)  0.26
H (-5.3871, 7.4558, -1.9947)  0.25
H (-5.7995, 5.6569, -2.1010)  0.24
C (-2.0732, -2.8567, 7.3536)  -0.70
C (-3.0717, -2.4207, 8.3410)  0.29
N (-3.8679, -2.0738, 9.1360)  -0.37
H (-1.6434, -2.0757, 6.7262)  0.29
H (-2.3316, -3.7960, 6.8647)  0.26
H (-1.2638, -3.0204, 8.0650)  0.24
C (-0.3629, 1.0809, -0.8800)  -0.78
C (0.0007, 0.2393, 0.2792)  0.29
N (0.2939, -0.4042, 1.1441)  -0.31
H (-1.2501, 0.6801, -1.3702)  0.25
H (0.3500, 1.4046, -1.6383)  0.30
H (-0.6092, 2.0685, -0.4901)  0.25
N (3.4347, -10.0967, 2.0794)  -0.02
C (4.2324, -9.2812, 1.2670)  -0.47
C (3.4826, -8.0510, 1.1913)  -0.33
C (2.2797, -8.1564, 1.9295)  -0.55
C (2.2958, -9.4600, 2.3702)  -0.27
H (3.6117, -11.0565, 2.3394)  0.21
H (5.1339, -9.7146, 0.8599)  0.37
H (3.9157, -7.1244, 0.8447)  0.37
H (1.6736, -7.3483, 2.3116)  0.35
H (1.6605, -10.0313, 3.0309)  0.35
N (6.7164, 4.5772, -6.5683)  -0.02
C (6.3820, 4.4877, -5.2232)  -0.45
C (7.2686, 5.2872, -4.4907)  -0.30
C (8.1431, 5.8897, -5.3725)  -0.39
C (7.8175, 5.4261, -6.6491)  -0.49
H (6.3451, 4.0400, -7.3387)  0.21
H (5.6057, 3.7986, -4.9249)  0.37
H (7.1582, 5.4753, -3.4330)  0.37
H (8.8270, 6.6677, -5.0669)  0.36
H (8.1465, 5.7113, -7.6374)  0.35
N (1.0609, 4.3525, 7.0778)  -0.01
C (-0.2407, 4.0315, 7.0025)  -0.52
C (-0.9262, 4.4924, 8.0987)  -0.41
C (0.0029, 5.3570, 8.8318)  -0.41
C (1.2432, 5.1433, 8.1862)  -0.35
H (1.7972, 3.9561, 6.5114)  0.22
H (-0.3841, 3.3301, 6.1939)  0.37
H (-1.9454, 4.3883, 8.4404)  0.37
H (-0.1939, 5.9679, 9.7004)  0.38
H (2.2809, 5.4172, 8.3070)  0.37

=====

(2)
A cluster of 6 separate species, C26H49F2IN2O13P in total. Source: the OMol25 dataset; level of theory: ωB97M-V with the def2-TZVPD basis set.

Output
multiplicity = 1
largest force on an atom = 1.79 eV/A
E_LUMO = 1.7 eV
energy = -80181.373 eV
charge = -1
HOMO-LUMO gap = 7.40 eV

Each line ends with the Mulliken charge.
Geometry (Å):
C (-0.5444, -2.5541, 2.0864)  -1.29
C (-0.7914, -1.0644, 1.8695)  0.20
I (-2.4229, -0.4920, 3.1557)  -0.04
C (0.4502, -0.2536, 2.2104)  -0.98
P (0.4782, 1.5277, 1.6051)  1.10
N (0.5081, 3.4089, 0.9662)  -0.72
C (1.1225, 3.6139, -0.0471)  0.79
O (1.7441, 3.8528, -1.0451)  -0.70
N (0.9766, 2.2335, 3.3907)  -0.12
C (2.1892, 1.7842, 3.8771)  0.35
O (3.2710, 2.0702, 3.5019)  -0.55
F (2.0441, 0.8510, 4.8563)  -0.14
C (0.0877, 2.6300, 4.3331)  0.59
O (0.1654, 2.6553, 5.5144)  -0.59
F (-0.9864, 3.1326, 3.7263)  -0.25
H (-0.5238, -2.8019, 3.1488)  0.32
H (0.4260, -2.8173, 1.6577)  0.27
H (-1.3189, -3.1612, 1.6161)  0.36
H (-1.1597, -0.8831, 0.8624)  0.32
H (1.3020, -0.7446, 1.7257)  0.42
H (0.5929, -0.3271, 3.2900)  0.21
H (-0.8632, 1.7670, 1.9003)  -0.06
H (0.1542, 1.0738, 0.2698)  -0.23
H (1.8699, 1.4758, 1.3282)  -0.18
O (-1.3837, -0.9750, -1.3173)  -0.63
C (-0.3160, -1.1114, -1.8527)  0.94
O (0.7059, -1.5559, -1.1026)  -0.17
C (2.0078, -1.8095, -1.6395)  -0.20
C (2.8395, -0.5449, -1.7159)  -0.92
C (-0.0854, -0.7061, -3.2896)  -1.29
H (1.9320, -2.3245, -2.5969)  0.07
H (2.4526, -2.5087, -0.9324)  0.38
H (2.3984, 0.1876, -2.3923)  0.26
H (3.8441, -0.7795, -2.0711)  0.42
H (2.9132, -0.0802, -0.7325)  0.19
H (0.0289, 0.3779, -3.3132)  0.30
H (-0.9749, -0.9777, -3.8532)  0.29
H (0.7730, -1.1735, -3.7605)  0.33
O (-2.6839, -4.2699, -1.5405)  -0.58
C (-3.5565, -3.4932, -1.8099)  0.81
O (-4.3456, -3.0319, -0.8209)  -0.36
C (-5.3593, -2.0450, -1.0103)  -0.35
C (-6.6522, -2.6581, -1.5116)  -1.02
C (-3.8297, -3.0734, -3.2401)  -0.84
H (-5.0015, -1.2408, -1.6547)  0.26
H (-5.5040, -1.6137, -0.0219)  0.40
H (-6.5255, -3.1232, -2.4899)  0.27
H (-7.4264, -1.8941, -1.5934)  0.38
H (-6.9904, -3.4275, -0.8177)  0.29
H (-4.4014, -3.8654, -3.7235)  0.32
H (-2.8683, -2.9815, -3.7397)  0.08
H (-4.3682, -2.1356, -3.3437)  0.32
O (0.7878, -3.5912, -4.4559)  -0.46
C (1.0550, -3.8497, -5.5955)  0.78
O (2.3410, -3.7220, -5.9948)  -0.39
C (2.7845, -4.1086, -7.2977)  -0.44
C (2.5330, -3.0360, -8.3370)  -0.98
C (-0.0122, -4.2505, -6.5893)  -1.11
H (2.3469, -5.0669, -7.5819)  0.38
H (3.8542, -4.2703, -7.1767)  0.32
H (1.4688, -2.8352, -8.4602)  0.28
H (2.9367, -3.3449, -9.3016)  0.36
H (3.0160, -2.1065, -8.0371)  0.31
H (-0.5161, -3.3445, -6.9250)  0.23
H (-0.7329, -4.8698, -6.0616)  0.33
H (0.3505, -4.7926, -7.4576)  0.39
O (-2.0779, -3.0961, 5.7042)  -0.54
C (-1.4135, -2.3618, 6.3823)  0.75
O (-0.0840, -2.3074, 6.1650)  -0.35
C (0.7585, -1.3324, 6.7925)  -0.21
C (1.1775, -1.7444, 8.1890)  -1.24
C (-2.0376, -1.5367, 7.4882)  -0.99
H (0.2865, -0.3496, 6.7702)  0.38
H (1.6264, -1.2728, 6.1394)  0.33
H (0.3216, -1.8338, 8.8588)  0.28
H (1.8623, -1.0048, 8.6050)  0.37
H (1.6811, -2.7112, 8.1593)  0.34
H (-2.2039, -2.1871, 8.3465)  0.29
H (-2.9980, -1.1828, 7.1229)  0.26
H (-1.4512, -0.6774, 7.8011)  0.33
O (4.4591, 8.1987, -1.0250)  -0.59
C (3.3211, 7.9738, -0.7135)  0.66
O (2.4246, 8.9869, -0.8564)  -0.39
C (1.0233, 8.7958, -0.6376)  -0.42
C (0.6424, 8.8801, 0.8259)  -0.93
C (2.8667, 6.6604, -0.1310)  -0.72
H (0.6893, 7.8618, -1.0902)  0.39
H (0.5557, 9.6073, -1.1943)  0.31
H (1.1148, 8.0915, 1.4098)  0.28
H (-0.4378, 8.7845, 0.9392)  0.33
H (0.9559, 9.8398, 1.2379)  0.31
H (3.1265, 6.6476, 0.9275)  0.30
H (3.3979, 5.8530, -0.6251)  0.34
H (1.8059, 6.4628, -0.2319)  0.12

=====

Going through the records in order, we get HOMO level values of -8.090, -5.688 eV.